1.
162
Properties=species:S:1:pos:R:3:forces:R:3 method="wB97M-V/def2-TZVPD" total_charge=+1 de_lowest_kcal_mol=26.9 homo_energy_ev=-9.71
Ti -0.982 0.041 -1.176 0.0 -1.2 0.5
C 3.574 -1.978 -3.352 0.2 -0.4 0.2
N 2.458 -1.055 -3.405 -0.5 0.4 0.4
C 2.321 -0.302 -4.633 -0.2 0.3 -0.3
C 1.564 -0.946 -2.432 0.5 -0.5 -0.1
O 0.640 -0.098 -2.448 0.1 0.1 -0.1
C 1.602 -1.917 -1.276 0.4 0.2 0.0
O 0.310 -1.872 -0.694 -0.1 -0.2 -0.2
C -0.417 -3.077 -0.661 -0.2 -0.1 0.1
C -1.832 -2.721 -1.124 0.0 -1.3 0.2
O -2.031 -1.604 -1.630 -0.4 -0.2 -0.2
N -2.806 -3.614 -0.984 0.4 0.7 -0.1
C -4.179 -3.217 -1.226 -0.4 0.4 -0.1
C -2.582 -4.957 -0.501 0.3 -0.3 0.2
H 4.301 -1.674 -4.102 0.0 0.0 0.1
H 4.056 -1.965 -2.377 0.0 0.0 0.0
H 3.264 -3.000 -3.583 0.0 0.0 0.0
H 3.157 0.388 -4.748 0.0 0.0 0.0
H 2.315 -0.995 -5.475 0.0 0.0 0.0
H 1.383 0.251 -4.615 0.1 0.0 0.0
H 1.861 -2.925 -1.610 -0.1 0.1 0.1
H 2.311 -1.616 -0.481 0.0 -0.1 -0.2
H 0.003 -3.830 -1.343 -0.1 0.1 0.1
H -0.383 -3.496 0.356 -0.1 0.1 -0.1
H -4.222 -2.130 -1.310 -0.1 -0.2 0.0
H -4.556 -3.663 -2.145 0.0 0.0 0.0
H -4.796 -3.548 -0.393 0.0 0.0 0.1
H -1.705 -5.394 -0.972 0.0 -0.1 0.0
H -2.449 -4.980 0.583 0.0 0.0 0.0
H -3.444 -5.565 -0.756 0.0 0.0 0.0
O -3.292 0.925 -1.001 1.1 0.5 0.0
C -2.202 1.549 -1.034 -1.2 0.5 0.0
C -1.971 2.950 -0.660 0.3 0.9 0.4
C -3.014 3.867 -0.504 0.2 -0.4 0.0
C -2.753 5.172 -0.129 -0.1 -0.1 -0.1
C -1.442 5.576 0.071 0.0 -0.1 0.0
C -0.404 4.659 0.003 0.0 0.1 -0.1
C -0.650 3.331 -0.328 -0.3 -0.4 -0.4
P 0.483 1.898 -0.014 0.3 1.2 1.0
C 0.519 2.095 1.828 -0.2 -0.4 0.1
C -0.032 1.139 2.671 0.0 0.0 -0.2
C -0.136 1.375 4.032 -0.1 0.1 0.1
C 0.324 2.564 4.570 -0.2 -0.1 0.0
C 0.959 3.484 3.750 -0.1 0.1 0.0
C 1.067 3.246 2.393 0.0 0.0 0.0
C 2.227 2.430 -0.263 0.0 -0.3 -0.4
C 3.169 1.515 0.211 -0.1 0.0 -0.1
C 4.512 1.841 0.245 0.1 0.0 0.0
C 4.934 3.087 -0.191 0.0 0.0 -0.1
C 4.011 3.973 -0.720 0.1 0.2 0.0
C 2.664 3.653 -0.760 -0.2 -0.1 0.0
H -4.023 3.521 -0.657 -0.1 0.0 -0.1
H -3.569 5.863 0.018 0.0 0.1 -0.1
H -1.225 6.601 0.326 0.0 0.1 0.1
H 0.587 5.005 0.247 0.1 -0.1 0.0
H -0.354 0.199 2.256 0.0 0.2 0.2
H -0.587 0.627 4.670 0.0 -0.1 0.0
H 0.203 2.773 5.622 0.0 0.0 0.1
H 1.369 4.388 4.174 0.1 0.1 0.0
H 1.588 3.962 1.780 0.1 0.1 -0.1
H 2.836 0.556 0.587 0.0 -0.1 0.2
H 5.229 1.131 0.631 0.0 -0.1 0.1
H 5.976 3.367 -0.127 0.1 0.0 0.0
H 4.342 4.930 -1.096 0.0 0.1 0.0
H 1.965 4.356 -1.189 0.0 0.0 0.0
F 1.805 -1.908 6.337 -0.1 0.3 0.3
C 2.260 -0.671 6.060 0.0 0.0 -0.1
C 2.842 -0.430 4.835 -0.1 -0.2 -0.3
C 3.250 0.863 4.570 -0.1 -0.1 0.1
F 3.767 1.120 3.356 0.0 0.3 0.2
C 3.138 1.883 5.501 0.1 -0.2 0.0
F 3.559 3.122 5.227 0.0 -0.1 0.0
C 2.546 1.610 6.732 0.1 -0.2 -0.1
F 2.373 2.590 7.621 0.0 -0.1 -0.1
C 2.099 0.325 7.015 0.0 0.0 0.0
F 1.508 0.057 8.184 0.1 0.1 -0.1
Ge 3.028 -1.801 3.386 0.8 -0.3 1.0
S 1.710 -1.443 1.798 -0.3 -0.1 -0.2
C 2.819 -3.563 4.350 0.0 0.4 -0.4
C 1.681 -4.337 4.245 0.1 -0.1 0.0
F 0.713 -3.976 3.385 -0.2 -0.3 0.2
C 1.483 -5.486 4.997 0.1 0.1 -0.1
F 0.353 -6.194 4.862 0.1 0.0 0.1
C 2.471 -5.891 5.886 0.0 0.2 -0.1
F 2.306 -6.991 6.617 0.0 0.1 -0.1
C 3.638 -5.141 6.001 0.0 0.0 0.0
F 4.598 -5.537 6.837 -0.1 0.0 0.0
C 3.786 -3.987 5.241 -0.2 -0.2 -0.1
F 4.897 -3.251 5.379 0.1 -0.2 0.3
C 4.993 -1.762 2.888 -0.6 0.0 -0.1
C 5.357 -2.516 1.790 -0.1 0.0 0.0
F 4.417 -3.312 1.235 0.4 0.0 -0.2
C 6.623 -2.482 1.225 -0.1 0.0 0.0
F 6.907 -3.218 0.142 0.0 0.1 0.1
C 7.581 -1.642 1.782 -0.2 0.0 0.1
F 8.793 -1.547 1.236 -0.2 -0.1 0.1
C 7.259 -0.894 2.909 -0.1 0.0 0.0
F 8.173 -0.086 3.447 0.0 -0.1 0.0
C 5.979 -0.973 3.452 0.1 -0.2 -0.2
F 5.721 -0.264 4.554 0.3 0.1 0.0
C -2.297 -3.076 3.472 -0.2 0.1 -0.2
C -3.282 -2.587 2.413 0.3 -0.2 0.1
N -3.535 -1.156 2.457 0.2 0.0 -0.3
C -4.642 -0.741 3.308 -0.2 0.3 0.5
C -4.241 -0.376 4.740 -0.1 -0.1 -0.2
C -2.827 -0.278 1.710 -0.5 0.3 0.3
C -3.196 1.171 1.820 0.0 0.0 -0.1
N -1.844 -0.593 0.923 0.8 -0.4 -0.8
H -2.153 -4.148 3.365 0.1 -0.2 0.0
H -2.690 -2.893 4.467 0.0 0.0 0.1
H -1.330 -2.589 3.380 0.1 0.1 0.0
H -4.240 -3.100 2.555 0.1 0.1 -0.2
H -2.915 -2.844 1.417 -0.1 0.0 0.0
H -5.344 -1.577 3.357 0.0 0.1 -0.1
H -5.169 0.095 2.846 0.0 -0.1 0.0
H -3.867 -1.245 5.272 0.1 -0.1 0.1
H -5.120 -0.016 5.269 -0.1 0.1 0.1
H -3.476 0.396 4.776 0.1 0.1 -0.1
H -4.048 1.388 1.177 -0.1 0.0 0.1
H -2.357 1.779 1.489 -0.1 -0.1 0.1
H -3.423 1.436 2.846 0.0 0.1 0.1
H -1.510 -1.545 1.070 -0.1 0.1 0.1
C -3.537 -1.931 -4.334 0.5 0.5 0.1
Si -1.863 -1.028 -4.633 -0.2 -0.7 -0.7
C -1.759 -0.798 -6.537 0.0 0.2 0.8
C -0.547 -2.406 -4.329 -0.2 0.7 0.2
Ge -1.731 1.181 -3.425 -0.2 0.2 -1.4
Si -3.889 2.130 -4.184 -0.9 0.4 -0.4
C -3.679 2.599 -6.033 0.3 -0.3 0.7
C -4.549 3.727 -3.348 0.5 -0.6 -0.1
C -5.377 0.924 -4.154 0.7 0.2 0.2
Si -0.171 2.815 -4.437 0.5 0.5 -0.2
C 0.086 2.715 -6.334 -0.4 -0.2 0.7
C 1.597 2.787 -3.691 -0.8 -0.2 0.0
C -0.897 4.550 -4.090 0.1 -0.7 0.0
H -4.141 -1.932 -5.236 -0.1 0.1 -0.2
H -4.108 -1.445 -3.552 -0.1 0.0 0.1
H -3.379 -2.969 -4.052 0.2 -0.1 0.0
H -1.725 -1.765 -7.030 0.0 -0.3 0.0
H -0.881 -0.243 -6.847 0.2 0.1 0.0
H -2.628 -0.274 -6.916 -0.2 0.2 -0.1
H -0.916 -3.355 -4.706 -0.2 -0.1 -0.2
H -0.333 -2.541 -3.277 0.1 -0.1 0.3
H 0.385 -2.202 -4.838 0.3 0.1 -0.2
H -3.282 3.600 -6.151 0.2 0.3 0.0
H -4.642 2.579 -6.529 -0.3 -0.1 0.0
H -3.019 1.918 -6.556 0.1 -0.2 -0.2
H -3.754 4.381 -3.006 0.1 0.1 0.0
H -5.183 3.480 -2.503 -0.1 -0.1 0.2
H -5.158 4.285 -4.054 -0.1 0.0 -0.3
H -5.262 0.141 -4.892 0.0 -0.2 -0.1
H -6.294 1.454 -4.390 -0.1 0.3 -0.1
H -5.507 0.468 -3.179 0.0 -0.1 0.2
H 0.322 1.717 -6.685 0.1 -0.3 0.0
H 0.906 3.363 -6.625 0.2 0.2 0.1
H -0.796 3.050 -6.865 -0.3 0.0 -0.1
H 1.880 3.778 -3.365 0.0 0.3 0.1
H 1.671 2.123 -2.835 0.1 0.0 0.0
H 2.332 2.483 -4.423 0.1 -0.1 -0.3
H -1.819 4.704 -4.637 -0.3 0.0 -0.1
H -0.211 5.330 -4.399 0.3 0.1 -0.1
H -1.111 4.694 -3.036 0.0 0.0 0.3

2.
200
Properties=species:S:1:pos:R:3:forces:R:3 method="wB97M-V/def2-TZVPD" de_lowest_kcal_mol=146.4 homo_energy_ev=-10.08
C -21.099 -9.999 -19.208 0.6 1.2 -0.9
C -20.805 -8.686 -19.863 -1.2 1.6 1.4
O -20.541 -8.999 -21.193 -0.8 3.6 -1.6
C -20.202 -10.217 -21.323 3.3 -3.3 -1.3
O -19.601 -10.698 -22.293 -2.1 0.9 2.4
O -20.398 -10.820 -20.133 0.2 -2.6 0.1
H -22.174 -10.172 -19.242 0.2 -0.6 0.5
H -20.576 -9.887 -18.258 -0.6 -1.2 0.3
H -19.954 -8.224 -19.361 0.2 0.2 -0.5
H -21.683 -8.043 -19.794 0.3 0.4 -0.2
C -17.739 -6.684 -17.004 0.9 0.2 0.1
C -17.594 -5.538 -15.998 -0.2 0.2 -2.2
O -17.977 -6.131 -14.785 0.8 0.5 0.9
C -17.763 -7.489 -14.869 -2.6 2.7 -1.1
O -17.952 -8.250 -14.007 0.8 -1.5 2.3
O -17.671 -7.799 -16.126 0.9 -1.8 -2.1
H -16.896 -6.755 -17.692 -0.1 0.1 0.0
H -18.665 -6.674 -17.578 -0.1 -0.2 0.3
H -18.238 -4.758 -16.405 -0.4 0.2 1.0
H -16.587 -5.122 -16.052 0.2 -0.2 0.7
C -14.475 -8.554 -14.606 -1.4 -1.6 1.2
C -14.997 -9.624 -15.580 1.2 0.5 0.3
O -14.456 -9.071 -16.741 0.7 0.6 -3.3
C -14.294 -7.734 -16.651 -0.4 -1.0 -4.4
O -14.163 -6.967 -17.591 0.1 -1.0 1.0
O -14.327 -7.397 -15.439 0.0 1.5 4.8
H -13.559 -8.879 -14.111 0.5 0.4 -0.5
H -15.199 -8.481 -13.794 -0.1 1.1 -0.2
H -16.068 -9.700 -15.767 0.0 -0.2 0.7
H -14.443 -10.551 -15.436 -0.7 -0.2 0.2
C -14.456 1.114 -18.021 2.2 -0.1 0.5
C -14.066 0.443 -19.334 0.6 -0.2 0.8
O -15.271 -0.176 -19.677 -1.7 -0.1 -1.2
C -16.202 -0.058 -18.725 -1.6 -2.4 1.0
O -17.301 -0.594 -18.758 2.1 1.5 -0.1
O -15.662 0.488 -17.592 -0.4 0.9 -1.5
H -14.444 2.185 -18.225 -1.0 0.1 0.7
H -13.700 0.882 -17.271 -0.1 0.3 0.1
H -13.328 -0.350 -19.215 0.1 0.2 -0.1
H -13.739 1.181 -20.067 -0.2 -0.2 -0.2
C -10.260 -7.787 -23.040 -0.3 -0.9 -0.3
C -10.597 -6.752 -24.090 1.6 -0.4 -0.6
O -11.333 -5.786 -23.373 0.4 0.8 -0.1
C -11.794 -6.381 -22.282 -4.5 1.3 1.4
O -12.773 -5.959 -21.653 2.7 -0.6 -0.8
O -11.254 -7.557 -22.079 -0.6 -0.3 1.4
H -9.332 -7.673 -22.479 0.4 -0.2 -0.8
H -10.490 -8.776 -23.437 0.8 -0.2 0.1
H -11.214 -7.151 -24.896 0.1 0.1 0.0
H -9.636 -6.379 -24.442 -0.4 0.5 -0.4
C -11.038 -6.562 -15.069 -1.3 -1.9 -1.0
C -11.833 -5.421 -15.666 0.1 -0.2 1.7
O -10.782 -4.454 -15.712 0.5 -0.1 -0.8
C -9.615 -5.154 -15.936 1.6 2.1 0.0
O -8.579 -4.615 -16.222 -1.2 -0.8 0.0
O -9.785 -6.459 -15.700 0.6 0.5 0.0
H -11.409 -7.532 -15.400 -0.3 -0.1 0.5
H -10.973 -6.514 -13.982 0.2 0.1 0.0
H -12.524 -5.154 -14.867 -0.4 0.4 -0.6
H -12.307 -5.569 -16.636 0.0 -0.1 0.1
C -9.369 -8.627 -19.248 0.1 0.1 1.5
C -10.422 -7.611 -18.955 -2.3 -0.4 -0.3
O -9.909 -6.393 -19.397 0.5 2.3 0.2
C -8.786 -6.541 -20.068 1.8 0.9 -1.5
O -8.133 -5.652 -20.634 -2.0 -2.8 1.6
O -8.498 -7.873 -20.085 1.4 -0.4 -0.6
H -9.662 -9.622 -19.580 -0.2 0.5 -1.1
H -8.998 -8.865 -18.251 1.4 0.2 -0.2
H -10.615 -7.516 -17.887 -0.4 -0.1 -0.2
H -11.303 -7.725 -19.586 -0.4 -0.4 0.6
C -17.632 -3.158 -27.731 -1.0 0.6 -0.9
C -18.787 -3.867 -28.420 -1.6 0.7 -0.5
O -19.309 -4.733 -27.449 0.8 -1.8 1.8
C -18.526 -4.699 -26.329 -1.6 -3.1 1.3
O -18.650 -5.483 -25.374 0.4 2.7 -2.5
O -17.653 -3.726 -26.441 1.6 0.0 1.0
H -17.839 -2.096 -27.605 0.4 0.0 -0.2
H -16.748 -3.374 -28.331 0.5 0.2 0.8
H -18.502 -4.382 -29.337 0.0 -0.2 0.2
H -19.697 -3.287 -28.570 0.6 0.9 -0.9
C -22.415 -8.569 -24.116 -0.1 1.4 -0.3
C -21.134 -7.800 -24.314 -0.1 -1.5 0.6
O -20.448 -8.746 -25.135 0.4 -0.2 -2.0
C -21.394 -9.353 -26.012 2.5 -1.3 1.0
O -21.089 -10.080 -26.957 -1.5 2.7 2.7
O -22.573 -9.127 -25.407 -1.4 -1.0 -2.0
H -23.186 -7.825 -23.913 -0.5 -0.6 0.0
H -22.391 -9.386 -23.396 0.2 0.2 0.1
H -20.683 -7.687 -23.328 0.6 0.2 -0.5
H -21.283 -6.868 -24.860 0.1 0.0 0.1
C -15.509 1.659 -22.316 -0.1 0.4 0.4
C -14.371 2.362 -22.999 -0.2 -0.9 -1.2
O -15.042 3.341 -23.795 -0.1 1.5 0.4
C -16.377 3.058 -23.844 -1.7 2.5 -3.4
O -17.236 3.643 -24.521 3.1 -1.4 2.2
O -16.619 1.980 -23.168 -0.6 -2.5 1.1
H -15.825 2.090 -21.366 0.5 -0.2 0.4
H -15.230 0.609 -22.239 -0.8 -0.1 0.0
H -13.968 1.695 -23.761 0.4 -0.3 0.2
H -13.546 2.645 -22.345 -0.3 0.8 -0.2
C -13.721 -2.709 -14.576 -1.6 0.2 0.8
C -12.497 -1.870 -14.590 1.4 0.4 1.7
O -12.350 -1.472 -15.955 0.0 -0.2 0.0
C -13.117 -2.267 -16.689 -1.5 -1.2 -2.4
O -13.162 -2.341 -17.916 0.5 0.5 2.5
O -13.966 -3.028 -15.910 1.3 0.3 -2.1
H -14.548 -2.056 -14.297 -0.3 -0.4 0.6
H -13.724 -3.635 -14.001 0.1 0.3 0.2
H -11.597 -2.329 -14.180 0.2 -0.5 -0.8
H -12.612 -1.036 -13.897 -0.2 0.5 -0.6
C -16.985 -1.590 -23.682 -0.2 1.1 1.1
C -18.210 -1.116 -22.854 1.4 -0.4 -0.9
O -18.957 -0.395 -23.821 -0.7 -0.2 -0.3
C -18.491 -0.653 -25.094 -1.5 0.7 2.1
O -19.012 -0.304 -26.086 -0.8 0.6 -1.3
O -17.413 -1.351 -25.029 3.0 -1.9 0.3
H -16.771 -2.626 -23.421 0.1 -0.1 -0.8
H -16.128 -0.971 -23.413 0.2 -0.2 -0.6
H -17.940 -0.430 -22.050 -0.2 -0.3 0.1
H -18.612 -2.072 -22.520 -1.1 0.6 0.3
C -20.725 -4.830 -22.968 -1.0 0.7 2.1
C -20.974 -3.455 -22.291 1.1 0.0 -1.3
O -22.293 -3.484 -21.758 0.5 0.5 -0.4
C -22.715 -4.736 -21.715 -1.8 -2.1 0.1
O -23.776 -5.084 -21.211 2.8 0.5 -1.2
O -21.813 -5.591 -22.374 -0.9 0.6 0.6
H -19.765 -5.196 -22.602 -0.2 -0.4 -0.5
H -20.842 -4.767 -24.049 0.1 -0.3 0.2
H -20.828 -2.793 -23.145 -0.7 0.9 0.5
H -20.278 -3.189 -21.496 -0.1 -0.3 0.0
C -17.212 -1.759 -15.874 -0.5 0.3 -0.5
C -18.204 -0.663 -15.462 1.9 0.9 -2.2
O -18.919 -1.237 -14.432 -2.7 2.7 -1.1
C -18.348 -2.266 -13.943 3.4 -0.2 -1.3
O -18.635 -2.723 -12.924 -0.5 -2.4 2.6
O -17.213 -2.565 -14.731 -0.7 -1.3 1.3
H -16.189 -1.455 -16.093 -0.2 0.3 0.1
H -17.605 -2.248 -16.766 0.1 -0.6 0.1
H -18.796 -0.386 -16.334 -0.4 0.0 0.4
H -17.622 0.205 -15.150 -0.4 0.2 0.4
C -16.302 -8.062 -20.849 3.0 -0.6 -1.7
C -16.231 -9.448 -21.429 -0.5 -1.4 0.3
O -16.406 -10.245 -20.211 -0.7 -0.1 0.4
C -17.126 -9.521 -19.288 0.0 -1.8 -0.1
O -17.714 -10.000 -18.313 1.8 2.1 -2.8
O -17.040 -8.226 -19.704 -2.8 0.5 2.3
H -16.586 -7.366 -21.638 -0.9 0.3 0.7
H -15.300 -7.803 -20.506 0.2 0.4 -0.2
H -15.345 -9.808 -21.952 0.4 0.5 0.5
H -17.027 -9.679 -22.137 -0.5 0.0 0.3
C -21.623 -3.680 -17.567 -0.3 3.2 0.1
C -21.328 -3.536 -16.062 -0.5 1.1 -1.3
O -20.712 -4.728 -15.874 1.0 -5.0 -0.2
C -21.215 -5.656 -16.814 0.0 -3.2 1.1
O -21.180 -6.882 -16.803 0.9 2.9 0.9
O -21.858 -5.042 -17.781 -0.4 1.0 -0.1
H -20.759 -3.356 -18.146 0.2 -0.2 0.0
H -22.429 -3.000 -17.843 -0.4 -0.7 -0.3
H -22.193 -3.499 -15.400 -0.2 0.5 -0.2
H -20.590 -2.766 -15.839 -0.4 0.3 0.0
C -15.104 -4.249 -20.382 0.3 -0.4 -0.5
C -15.629 -3.712 -19.116 0.4 0.6 2.6
O -16.984 -4.144 -19.067 -0.8 0.7 0.4
C -17.381 -4.519 -20.277 -1.0 -0.5 -1.1
O -18.543 -4.660 -20.631 2.3 0.1 0.7
O -16.282 -4.740 -21.060 -0.7 0.1 0.0
H -14.447 -5.038 -20.015 0.1 -0.4 -1.3
H -14.633 -3.517 -21.038 0.2 -0.2 0.1
H -15.473 -2.656 -18.895 -0.7 0.2 -0.6
H -15.118 -4.169 -18.269 -0.1 -0.3 0.0
C -9.741 -3.241 -19.155 0.1 -1.4 0.6
C -10.270 -3.161 -20.552 -0.1 -3.2 -1.0
O -10.177 -1.851 -20.917 -1.2 1.6 -2.5
C -9.928 -1.132 -19.872 3.6 5.4 0.4
O -9.637 0.085 -19.878 -2.0 -3.1 -0.2
O -9.632 -1.908 -18.881 -0.1 2.1 3.5
H -8.745 -3.636 -18.953 -0.2 -0.6 -0.5
H -10.466 -3.717 -18.496 0.1 0.0 0.1
H -11.321 -3.450 -20.549 0.0 -0.4 -0.4
H -9.625 -3.699 -21.246 -0.5 -0.5 0.0
C -11.002 -2.023 -23.990 2.0 1.5 -0.3
C -10.912 -0.507 -23.583 1.5 -1.7 -0.2
O -12.053 -0.352 -22.780 1.9 2.1 -0.3
C -12.830 -1.367 -22.910 2.1 -1.4 -2.2
O -13.867 -1.360 -22.425 -5.2 -1.1 2.1
O -12.318 -2.372 -23.712 -1.0 0.7 0.8
H -10.291 -2.605 -23.403 -0.2 -0.2 0.0
H -10.707 -2.049 -25.039 -0.5 -0.7 -0.1
H -10.893 0.109 -24.482 -0.3 0.4 0.4
H -10.019 -0.408 -22.966 -0.1 0.6 -0.1
C -14.271 -4.295 -25.228 0.2 1.8 0.8
C -14.743 -5.130 -24.047 -0.3 1.5 -0.3
O -14.655 -6.452 -24.551 0.5 0.3 -1.3
C -14.476 -6.322 -25.938 0.8 -7.5 -0.1
O -14.286 -7.314 -26.661 -0.8 2.6 2.1
O -14.445 -5.131 -26.325 -0.1 2.8 -1.9
H -13.224 -4.010 -25.123 0.1 -0.3 -0.2
H -14.818 -3.371 -25.416 -0.2 -0.1 0.2
H -15.780 -4.865 -23.839 0.0 -0.3 0.4
H -14.063 -4.885 -23.231 -0.3 -0.7 0.3

Number 1: HOMO-LUMO gap 6.5399 eV. Number 2: HOMO-LUMO gap 9.6655 eV.